Entry 1:
Computed, not measured: a molecular structure, C31H63CaF3HgNO16S4, with ωB97M-V with the def2-TZVPD basis set.

Each line ends with the Mulliken charge.
Element x y z (Å)
Hg 0.9532 -0.5934 -3.6241  0.36
Ca 3.0345 -3.3946 -2.9700  1.34
S 6.4448 -1.8467 -2.4344  0.78
S -7.6347 2.5825 -0.9326  1.10
S -5.5308 -4.0158 0.7889  1.11
S -2.6613 2.7477 2.4696  0.89
F 3.5201 0.2874 0.6809  -0.34
F 2.3867 1.5112 -0.8080  -0.27
F 1.5025 1.0680 0.9427  -0.16
O -3.2355 1.6045 1.7524  -0.39
O 2.3263 -1.4373 -1.8034  -0.38
O 1.7292 1.8086 -3.9970  -0.76
O -2.1860 2.6957 3.8507  -0.74
O -4.8577 -4.9934 1.7033  -0.67
O 5.3372 -4.8125 0.9059  -0.18
O 0.3803 -0.8040 -1.1250  0.25
O 0.7520 -4.2831 -3.1302  -0.89
O -8.2446 3.7584 -1.5810  -0.66
O 7.6553 -2.1452 -3.2147  -0.67
O 4.2248 4.9469 4.3801  -0.56
O -5.9380 -4.5201 -0.5389  -0.66
O -8.3733 1.4597 -0.3048  -0.63
O -0.1756 1.3577 -3.1242  -0.78
O -0.4690 -2.4826 -3.3308  -0.57
O 5.2098 -2.6277 -2.4835  -0.42
N 3.6326 -4.9471 -1.3985  -0.54
C -5.0288 -1.4923 1.6161  0.08
C 3.8498 4.6050 3.0323  0.53
C -1.4093 -4.2756 -1.9912  -1.06
C 6.9915 -1.7790 -0.7209  -0.34
C -5.0673 2.1331 -0.4852  1.55
C -0.6866 -1.0003 -0.1597  -0.76
C 2.2639 0.5834 0.0855  0.86
C 2.5561 3.7305 3.0295  -0.96
C 6.0820 -0.0721 -2.3297  -0.27
C 1.7836 -0.7363 -0.6532  -0.27
C 6.3197 -5.4318 1.7010  -0.93
C 3.2372 -4.5935 -0.0111  1.60
C -1.9797 -0.1714 -0.5542  -0.43
C -6.1890 3.0754 -0.0187  -1.10
C 6.8304 -0.3912 -0.0226  -0.22
C -0.3225 -3.6636 -2.9462  0.71
C -2.8088 5.2946 1.5701  -0.97
C 4.0479 -5.2519 1.1176  -1.12
C -1.9035 4.5868 0.5470  -0.22
C -6.7159 1.6173 -2.2453  -0.75
C 7.0585 0.5137 -1.2563  -0.80
C -5.1711 2.0178 -2.0191  -0.94
C -3.7182 4.2930 2.2702  0.26
C -6.4993 -1.5440 1.4587  -0.60
C 1.8961 -5.0715 0.2188  -2.04
C 0.6965 2.2383 -3.4072  1.05
C -4.5524 -2.4827 0.4867  -0.40
C -1.3354 3.4685 1.3523  -0.50
C -6.9195 -3.0218 1.5737  -0.81
C 3.7402 5.9645 2.2697  -1.41
C 0.6272 3.6417 -3.0335  -1.06
H 6.1519 0.4029 -3.3082  0.52
H -6.9338 -1.0174 0.6090  0.16
H 1.1213 -4.7403 -0.4726  0.34
H 7.1046 -4.6803 1.7860  0.18
H 4.6856 4.1093 2.5386  0.15
H 5.8034 -0.2558 0.3168  -0.04
H -0.4037 -0.7988 0.8735  0.53
H -3.4251 6.0656 1.1077  0.43
H 1.5948 -1.3823 0.2042  0.30
H -2.1322 5.8282 2.2376  0.36
H -1.1479 -4.3886 -0.9391  0.15
H -2.9164 -0.0528 -0.0096  -0.01
H -6.4259 2.9879 1.0417  0.52
H -5.0060 3.0021 -2.4573  0.40
H -4.6791 -0.4604 1.5845  -0.45
H 6.6592 1.5229 -1.1563  0.40
H -6.7775 0.5779 -1.9228  0.26
H 6.3294 -2.4796 -0.2119  0.02
H -5.0034 -2.1013 -0.4294  0.24
H -4.6081 -1.8576 2.5529  0.41
H 4.2047 4.1120 4.8535  0.32
H 0.7267 4.4152 -3.7950  0.39
H 2.6716 2.8287 3.6307  0.43
H 4.6220 -5.0542 -1.2262  0.27
H -7.0120 -0.9093 2.1815  0.55
H -2.3433 -3.7143 -2.0171  0.32
H 3.3850 5.9618 1.2392  0.34
H 7.9288 -2.3350 -0.7433  0.44
H 3.0559 6.6462 2.7748  0.35
H -0.7726 3.9877 2.1281  0.34
H -6.0388 4.1249 -0.2721  0.42
H 8.1101 0.7156 -1.4599  0.35
H -7.0421 -3.3244 2.6137  0.34
H 3.0994 -3.5160 0.0788  -0.51
H 3.3138 -5.8975 -1.5218  0.30
H 4.6031 6.6291 2.2272  0.37
H -0.3123 3.9191 -2.5556  0.18
H 1.7612 4.2673 3.5474  0.39
H -4.3471 4.6379 3.0910  0.52
H -3.5033 -2.7754 0.4429  0.32
H -4.4484 3.8869 1.5702  -0.62
H 7.5958 -0.2615 0.7425  0.38
H -1.1515 5.3192 0.2531  0.40
H -4.0311 2.3991 -0.2764  -0.63
H 5.0513 -0.0709 -1.9753  -0.13
H -5.0798 1.1418 -0.0321  -0.59
H -2.3697 4.1947 -0.3568  0.12
H 6.5389 -6.3202 1.1087  0.39
H 1.8846 -6.1585 0.2985  0.52
H -4.4887 1.3092 -2.4885  0.40
H 6.0029 -5.7581 2.6916  0.35
H 4.1193 -6.3336 1.0037  0.45
H -7.1679 1.8583 -3.2074  0.52
H 2.3303 3.4064 2.0136  0.07
H 1.3942 -4.7158 1.1187  0.49
H -0.6722 2.6942 0.9667  0.11
H -0.7605 -2.0877 -0.1454  0.14
H 3.7665 -4.9650 2.1308  0.44
H -1.7009 -5.2956 -2.2415  0.46
H -7.8622 -3.2669 1.0845  0.47
H -2.1854 -0.4226 -1.5947  0.33
H 1.4269 3.8468 -2.3218  0.22
H -1.7502 0.8895 -0.6537  0.13

Cartesian forces, eV/Å:
Hg 0.46 0.07 -0.97
Ca -2.06 2.00 -0.16
S 2.42 2.08 1.60
S -0.49 -2.41 -3.07
S 0.41 -0.93 -0.48
S 0.51 1.50 -0.58
F -1.40 0.57 -0.61
F 1.51 1.92 -1.73
F -2.74 0.48 3.89
O 0.25 0.89 1.47
O 1.77 1.78 3.02
O 0.50 1.37 0.07
O -0.42 -0.59 -1.34
O -1.48 2.45 -1.44
O 1.09 1.59 0.15
O -0.58 2.60 1.36
O 1.68 -1.29 0.09
O 0.38 -1.41 1.60
O -2.20 -0.06 0.22
O -0.22 -0.29 -0.62
O 0.26 0.64 1.86
O 0.41 2.48 0.26
O -1.39 1.37 0.93
O -1.45 -0.89 0.09
O 0.30 -0.38 -0.97
N 1.09 -0.79 1.97
C 1.73 -0.55 -0.95
C -0.14 1.19 -0.51
C -0.44 -0.30 -0.81
C -1.03 -2.07 1.57
C 0.88 -0.33 -1.08
C -0.53 0.29 0.19
C 2.72 -3.16 -4.37
C 1.08 0.64 0.15
C 0.95 -0.13 -0.99
C -2.70 -4.18 -1.10
C -0.06 -0.14 -0.82
C -1.08 0.39 0.95
C 1.25 0.23 -1.34
C 0.37 -0.25 0.74
C 1.00 -0.45 -2.35
C -0.25 1.70 1.42
C -0.54 0.43 -0.47
C 1.00 0.73 -1.20
C -0.61 -0.10 -0.22
C 1.81 1.12 1.04
C -1.61 0.82 0.09
C -2.42 0.13 -0.14
C -0.08 -1.42 -0.86
C -1.90 -0.03 1.09
C -3.79 -0.99 0.49
C 1.33 -3.72 -1.71
C -0.48 0.25 1.10
C 0.75 -0.39 2.28
C -0.15 -0.36 -0.04
C -0.89 0.65 0.42
C -0.82 2.22 1.11
H -0.09 -0.06 0.02
H 0.70 -0.53 -0.94
H 0.40 -0.24 -0.84
H 0.38 -0.59 0.01
H 0.00 -0.60 0.13
H 0.26 -0.16 0.30
H 0.37 0.63 0.02
H -0.04 0.00 -0.11
H 1.29 -0.72 0.55
H -0.17 -0.14 0.40
H 0.66 0.46 -0.02
H 0.33 -1.30 0.67
H 0.01 -0.01 0.01
H 0.14 0.04 -0.10
H 0.38 -0.10 -0.64
H -0.10 0.15 0.54
H -0.50 0.07 -0.35
H -0.17 -0.22 0.07
H 0.58 -0.28 -0.36
H -0.59 -0.19 0.34
H 0.11 0.00 0.33
H 0.33 -0.61 -0.56
H 0.42 -0.16 -0.04
H 0.89 0.07 -0.82
H 0.03 -0.46 0.87
H 0.21 0.30 -0.14
H -0.07 -0.78 -0.05
H 0.49 0.80 0.22
H -0.51 -0.31 0.32
H 0.46 -0.21 0.21
H 0.19 -0.06 -0.07
H -0.03 -0.82 -0.67
H 0.39 -0.07 0.02
H 1.17 0.33 0.06
H -0.31 -0.40 -0.27
H 0.76 -0.81 0.28
H -0.12 -0.35 0.25
H -0.22 0.23 -0.50
H 0.81 -0.17 0.53
H -0.09 0.30 -0.16
H 0.05 0.29 -0.36
H -0.32 0.03 0.09
H 0.22 -0.32 -0.15
H -0.32 0.79 0.37
H -0.08 0.29 0.09
H -0.71 -0.02 0.12
H -0.44 0.31 0.00
H 1.05 -0.27 0.45
H -0.28 -0.21 -0.24
H -0.06 -0.04 0.23
H -0.34 0.27 0.12
H -0.93 -0.47 0.06
H 0.16 -0.20 0.10
H -0.35 0.23 0.05
H 0.70 0.08 0.61
H -0.49 -0.04 -0.42
H -1.00 -0.17 -0.22
H -0.74 -0.09 -0.06
H 0.28 -0.10 -0.48
H 0.25 -0.08 -0.30
H -0.27 -0.30 -0.03
H 0.07 -0.09 0.07
H 0.85 0.11 0.07

Calculated values
**2S+1**: 2
**LUMO level (alpha / beta)**: -0.49 / -0.64 eV
**Electronic energy**: -5200.7896 hartree
**Expectation value of S²**: 0.753
**Frontier orbital gap (alpha / beta)**: 5.12 / 7.33 eV
**M**: 1131.8 g/mol

Entry 2:
Computed, not measured: 2 unconnected molecules or ions with the total composition C2H10NS2, with ωB97M-V with the def2-TZVPD basis set.

Each line ends with the Mulliken charge.
Element x y z (Å)
S -0.8864 -1.1711 -0.3973  -0.28
S 0.4053 -1.1002 1.2170  -0.03
N 0.6922 1.4443 -1.1695  -0.25
C 0.5651 2.2846 -2.4658  -0.72
C -0.2468 0.2714 2.1926  -0.75
H -1.1811 0.6428 1.7399  0.31
H -0.1833 0.9384 -1.0113  0.21
H 1.0042 2.0242 -0.3920  0.34
H -0.6443 -0.1121 3.1800  0.33
H 1.2800 0.6776 -1.3839  0.39
H 0.9474 1.7702 -3.4425  0.30
H 1.2917 3.0756 -2.2157  0.35
H -0.4455 2.7162 -2.5213  0.32
H -1.6763 -1.9210 0.2975  0.22
H 0.5495 1.0819 2.4601  0.26

Cartesian forces, eV/Å:
S 0.98 0.32 -0.03
S 0.60 0.38 -0.29
N -1.42 0.36 -2.16
C 1.45 0.49 -0.17
C -0.16 0.88 2.01
H 0.72 0.30 -0.15
H -0.45 0.39 0.73
H -0.10 -0.45 0.10
H 0.76 0.20 -0.93
H 1.62 -0.82 0.31
H -1.05 0.52 2.16
H -0.49 0.04 -0.79
H 0.48 -0.42 -0.14
H -1.45 -0.78 0.18
H -1.51 -1.38 -0.81

Calculated values
**2S+1**: 1
**LUMO level**: -3.60 eV
**Total charge**: +1
**Electronic energy**: -933.0412 hartree
**Frontier orbital gap**: 9.39 eV
**M**: 112.2 g/mol

Entry 3:
Computed, not measured: 12 unconnected molecules or ions with the total composition C5H37N2O11, with ωB97M-V with the def2-TZVPD basis set.

Each line ends with the Mulliken charge.
Element x y z (Å)
O -1.8239 3.9850 -0.0576  -0.65
O -2.0341 -0.6363 3.6906  -0.66
O 2.3564 -1.8620 -2.4035  -0.56
O -0.1583 -2.5810 2.4040  -0.58
O 0.2699 0.7892 3.5189  -0.62
O -1.6220 -2.5004 -3.0119  -0.62
O 4.5674 -0.8122 -0.8132  -0.66
O -2.0953 1.8736 -2.8160  -0.53
O 0.6372 -3.4920 -1.0126  -0.64
O 1.3361 2.9607 1.8632  -0.61
O 2.4242 -0.5154 1.9666  -0.60
N -3.4859 -0.5793 0.7838  -0.55
N 2.7466 1.1553 -0.4787  0.03
C -0.2476 -0.2350 -0.7198  1.49
C -1.4915 0.5560 -0.2264  -0.42
C 0.5698 0.6611 -1.6959  -0.73
C -2.9153 -0.0332 -0.4550  0.13
C 1.4495 1.6846 -1.0591  -0.68
H -2.9355 -1.1890 1.3756  0.09
H -0.3203 -3.3960 -0.9921  0.28
H -1.4136 0.5182 0.8526  0.08
H 1.2257 2.0668 2.2117  0.36
H -2.3291 -2.0776 -2.5166  0.29
H 3.3853 0.6511 -1.1341  0.47
H -3.5650 0.8481 -0.6827  0.26
H 2.7440 0.4763 0.2778  0.03
H 1.7106 2.4460 -1.8173  0.33
H -0.4663 -3.3874 1.9838  0.26
H 2.9231 -2.4369 -2.9185  0.28
H 4.4086 -1.2774 0.0134  0.31
H -2.2968 1.7988 -3.7560  0.25
H -0.6939 -1.1830 -1.0751  -0.26
H -2.8613 -0.7541 -1.2533  -0.20
H 0.0779 1.3129 -2.4172  0.28
H -2.6434 -0.0514 3.2220  0.35
H -1.6812 -1.3487 3.1605  0.32
H 4.5267 -1.3192 -1.6287  0.29
H 1.0736 2.2492 -0.2212  0.30
H 1.8700 -1.1934 2.3771  0.21
H -0.9712 4.0313 0.3875  0.28
H 1.0562 -0.1714 -2.3013  0.09
H -4.3675 -1.0185 0.5983  0.22
H 1.0015 -2.8248 -0.4214  0.33
H 2.6878 -0.0236 2.7570  0.29
H -1.6328 -2.1131 -3.8922  0.30
H 1.4108 -2.0258 -2.4626  0.28
H 0.1913 -2.6562 3.2975  0.31
H -2.2905 3.2978 0.4289  0.36
H 0.3262 -0.5856 0.1515  -0.23
H -0.3812 0.1015 3.1873  0.34
H -0.1978 1.1896 4.2588  0.28
H -2.7046 2.5263 -2.4563  0.27
H 0.8427 3.5654 2.4205  0.26
H 3.1936 1.9468 0.0153  0.42
H -1.3867 1.5882 -0.5078  0.08

Cartesian forces, eV/Å:
O 0.03 -0.13 0.03
O 0.04 0.56 0.90
O 0.84 1.23 0.51
O -0.02 1.46 -0.40
O -0.33 -0.86 -0.76
O 0.23 -0.14 0.17
O 0.47 1.30 -0.01
O -0.02 -0.16 -0.24
O -0.04 -0.19 0.14
O 0.43 0.04 -0.72
O 0.18 -0.05 0.50
N 0.06 0.35 0.15
N 1.04 0.67 -0.11
C -1.93 0.85 0.20
C 0.05 -1.03 1.50
C 0.35 -2.78 -0.71
C 0.55 1.59 0.84
C 1.42 -0.05 0.10
H 0.27 -0.10 -0.64
H 0.00 0.04 -0.12
H -0.01 0.49 0.60
H -0.52 0.06 0.53
H -0.13 0.07 -0.26
H -0.20 0.69 0.25
H 0.31 -1.05 -0.43
H -1.32 -0.57 0.36
H 0.33 -0.48 0.38
H 0.31 -0.45 0.67
H -0.83 -0.53 -0.33
H -0.02 -0.73 -0.59
H -0.11 0.16 0.12
H 0.81 0.52 -0.89
H -0.33 -0.13 -0.59
H -1.21 -0.81 0.19
H 0.01 -0.56 -0.43
H -0.33 -0.35 -0.69
H -0.21 -0.63 0.70
H -0.93 -0.04 0.13
H -0.17 -0.10 -0.55
H 0.08 0.09 -0.06
H 0.47 2.06 0.39
H -0.37 -0.19 0.08
H -0.11 -0.03 0.02
H 0.10 0.23 -0.17
H -0.13 0.01 0.01
H 0.22 -1.09 -0.43
H -0.26 -0.98 -0.11
H -0.12 0.05 0.05
H 0.34 0.53 -0.24
H 0.77 1.27 0.81
H -0.04 -0.10 0.07
H 0.02 0.14 -0.11
H 0.00 -0.16 0.27
H 0.24 -0.25 -0.82
H -0.27 0.26 -0.29

Calculated values
**2S+1**: 1
**LUMO level**: -2.60 eV
**Total charge**: +1
**Electronic energy**: -1149.5869 hartree
**Frontier orbital gap**: 9.48 eV
**M**: 301.4 g/mol

Which of these has the lowest electronic energy? C31H63CaF3HgNO16S4

The highest 2S+1 belongs to which entry? C31H63CaF3HgNO16S4